A.
ORCA calculation (ωB97M-V/def2-TZVPD) on 2 unconnected molecules or ions with the total composition C5H10O.

Values from the calculation:
* net charge: +1
* expectation value of S²: 0.822
* multiplicity: 2
* frontier orbital gap (spin up / spin down): 0.3101 / 0.2667 hartree

Each line ends with the Löwdin charge.
Atoms and positions in Å:
H -0.2211 -0.8956 -1.7564  0.12
H 0.8105 -1.9440 -0.1997  0.13
H 0.8653 2.1419 0.4662  0.11
H 1.8366 0.9617 1.4744  0.09
C 0.7981 0.0231 -0.2781  -0.24
C -0.0754 0.0783 -1.4060  -0.02
O -2.0721 -0.7763 1.9348  -0.05
H -2.0629 -0.8523 2.8755  0.03
H -1.4922 0.0036 1.8008  0.02
H -0.5861 2.1360 -1.7984  0.14
H 2.0877 -1.2786 0.8547  0.08
H 2.3595 -1.2703 -0.8458  0.08
C -0.9956 1.0845 -1.6504  0.22
H -2.0156 0.9643 -1.8385  0.08
C 1.6576 -1.2045 -0.1016  -0.01
C 1.1145 1.0592 0.6842  0.22



B.
ORCA calculation (ωB97M-V/def2-TZVPD) on a gas-phase ion, C5H10O (charge +1).

Values from the calculation:
* net charge: +1
* expectation value of S²: 0.757
* multiplicity: 2
* frontier orbital gap (spin up / spin down): 0.3709 / 0.2319 hartree

Each line ends with the Löwdin charge.
Atoms and positions in Å:
H 0.4901 1.5410 0.9744  0.10
C 1.5024 -1.0609 -0.0331  -0.06
H 0.2280 1.0511 -1.2518  0.15
C 0.1925 0.5480 1.3405  -0.07
H 2.0297 -0.4133 -0.7812  0.11
C 0.1574 -0.5252 0.2848  -0.39
O -2.7442 0.1719 -1.3960  0.38
C -1.8482 0.6967 -0.8078  -0.05
H 0.5847 0.3322 2.3361  0.11
H 1.5475 -1.9289 -0.6893  0.10
H 2.2348 -1.0749 0.7668  0.10
H -0.5481 -1.3225 0.5045  0.15
C -0.4248 0.2123 -1.0032  -0.05
H -0.5494 -0.4965 -1.8302  0.14
H -1.9981 1.4695 -0.0432  0.20
H -0.8542 0.7994 1.6287  0.08



Bottom line: B, by a margin of 0.714 eV.



A.
ORCA calculation (ωB97M-V/def2-TZVPD) on a single C8H8O2 molecule.

Values from the calculation:
* multiplicity: 1
* SMILES string: CC1=CC=CC(=O)[C@@]12CO2
* frontier orbital gap: 0.3181 hartree

Each line ends with the Löwdin charge.
Atoms and positions in Å:
H 2.7488 -0.1119 0.9026  0.10
H -1.4724 0.4073 -2.8583  0.07
C -0.8610 0.3084 0.4062  -0.10
H -2.4918 1.0831 -0.8482  0.09
O 2.2798 -1.2083 -1.4720  0.11
H 1.7497 0.7409 1.9268  0.11
C -1.5409 0.6701 -0.6885  -0.04
H -2.2381 0.3523 2.1126  0.05
C -0.9720 0.2776 -1.9872  -0.03
C 1.2153 -0.6638 -1.2315  -0.36
H -0.8569 1.1991 2.3116  0.11
C 0.2234 -0.3023 -2.2007  -0.02
O 1.1271 -1.2354 1.2032  0.03
C -1.2301 0.2291 1.8248  -0.07
H -0.8541 -0.7196 2.3848  0.13
H 0.6524 -0.6483 -3.1197  0.11
C 1.7484 0.0250 1.1674  -0.06
C 0.7724 -0.4034 0.1661  -0.24



B.
ORCA calculation (ωB97M-V/def2-TZVPD) on a single C8H8O2 molecule.

Values from the calculation:
* multiplicity: 1
* SMILES string: C=C1[C@@H]2C=C[C@@H](O2)[C@]12CO2
* frontier orbital gap: 0.3797 hartree

Each line ends with the Löwdin charge.
Atoms and positions in Å:
C 0.3626 -1.6155 -1.0884  0.01
H -1.7400 -1.1772 -1.5625  0.15
O -0.3650 0.4285 -1.8829  -0.03
C -0.8570 -0.6932 -1.2379  -0.27
H 0.5182 -2.6285 -1.0707  0.09
C 0.7935 0.6929 -1.0899  -0.17
H 1.9540 1.6115 1.4604  0.15
H -2.8369 -0.9051 1.1578  0.08
C -0.9920 -0.2542 0.2092  -0.15
H 0.5614 0.8326 2.4111  0.08
C 0.1822 0.8941 0.2717  -0.34
C 1.4052 -0.7928 -0.9945  0.03
H 1.3915 1.5946 -1.5114  0.19
C 0.8517 1.2527 1.5175  -0.08
C -1.8477 -0.3643 1.1868  0.06
H -1.6990 0.0616 2.2283  0.09
H 2.4603 -1.0111 -0.9622  0.10
O -0.1430 2.0734 0.9577  0.02



Bottom line: A, by a margin of 0.414 eV.



A.
ORCA calculation (ωB97M-V/def2-TZVPD) on a gas-phase ion, C10H19N2 (charge +1).

Values from the calculation:
* net charge: +1
* expectation value of S²: 2.007
* multiplicity: 3
* frontier orbital gap (spin up / spin down): 0.1780 / 0.2301 hartree

Each line ends with the Löwdin charge.
Atoms and positions in Å:
C 0.5214 -3.1760 -2.9486  -0.09
N 2.8568 0.0171 0.4747  0.06
C 0.6605 -0.6189 1.4654  -0.21
H 1.3381 1.4417 0.9005  0.12
H -1.3544 -1.1686 2.3512  0.19
H -2.5087 2.6639 0.7049  0.16
C 0.8797 -0.9466 -1.6509  0.02
H -1.5039 2.7957 -1.1439  0.12
H 0.1921 -3.2500 -4.0048  0.09
H -1.1794 0.0930 -1.1493  0.18
H -2.0911 0.8091 2.6675  0.14
H -0.5886 1.0818 -2.2467  0.16
H -0.2421 2.7476 0.1035  0.17
H 1.0666 -1.6247 1.1706  0.14
C 0.7898 -1.9685 -2.2250  -0.05
H 1.4996 1.0825 -1.5968  0.13
H -0.1102 -3.7695 -2.2012  0.13
H 1.5373 -3.5795 -3.1192  0.09
C -0.7985 -0.5098 1.3893  -0.18
H -0.4840 1.4071 2.0667  0.08
C -1.0473 2.0943 -0.4533  -0.14
H 1.2095 -0.4220 2.3254  0.10
C -2.0503 1.5913 0.6314  -0.20
C 1.4527 0.3920 0.6315  -0.27
H -2.7943 1.0622 0.1006  0.10
C 0.8726 0.3979 -1.0675  -0.16
C -1.3800 0.9528 1.7804  -0.17
H 3.4040 0.4829 1.2177  0.11
N -0.5373 0.9432 -1.2481  0.04
H 3.0658 -0.9123 0.3474  0.05
H -1.2650 -0.9018 0.4846  0.09



B.
ORCA calculation (ωB97M-V/def2-TZVPD) on a molecular structure, C10H19N2.

Values from the calculation:
* net charge: +1
* expectation value of S²: 2.013
* multiplicity: 3
* frontier orbital gap (spin up / spin down): 0.2106 / 0.2834 hartree

Each line ends with the Löwdin charge.
Atoms and positions in Å:
C -2.3776 -0.2421 1.3274  -0.14
H -0.4892 -1.0227 -1.4803  0.14
C 1.7115 1.8676 -0.5165  -0.03
H -2.6930 0.8780 -1.6372  0.12
H -0.7546 1.4149 -0.1321  0.14
H 1.0828 2.5819 -1.0747  0.12
H -0.4438 0.6697 -2.0340  0.12
H 3.5958 0.0996 -0.3648  0.02
C -2.9710 -0.7321 0.0050  -0.16
H 3.6350 -1.1492 0.8277  0.07
C 0.9676 0.6117 -0.0336  -0.27
C 1.5379 1.5480 0.9556  -0.07
H -2.7394 -0.9195 2.0203  0.10
H 2.4724 1.4402 1.4811  0.13
N 1.1078 -2.0174 -0.1585  0.11
C 1.9255 -1.1049 -0.2080  -0.28
H 2.7118 1.8122 -1.0733  0.14
C -0.8709 -0.0616 1.2736  -0.07
C -0.8804 0.0221 -1.3591  -0.06
H -2.7965 -1.7201 0.0778  0.08
H -4.0754 -0.7129 0.1815  0.15
H -0.3583 0.5133 2.1048  0.16
C -2.4366 -0.1277 -1.2978  -0.11
C 3.4075 -0.8675 -0.1647  -0.01
N -0.4302 0.5267 -0.0390  -0.06
H 1.4994 -2.9642 -0.1061  0.12
H -0.4446 -0.9940 1.2262  0.08
H -2.8818 -0.7436 -2.0097  0.10
H 3.7614 -1.7286 -0.7852  0.12
H 0.9419 2.3300 1.3685  0.11
H -2.7151 0.7924 1.6253  0.14



Bottom line: B, by a margin of 0.907 eV.



A.
ORCA calculation (ωB97M-V/def2-TZVPD) on a molecular structure, CH4ClN2O.

Values from the calculation:
* net charge: +1
* multiplicity: 1
* frontier orbital gap (spin up / spin down): 0.3019 / 0.3018 hartree

Each line ends with the Löwdin charge.
Atoms and positions in Å:
C 0.2933 -1.0918 0.4047  0.06
O -0.4315 -0.3828 -1.7730  0.26
H 0.9248 -0.5158 0.9735  0.08
N -0.1379 -0.2130 -0.6479  -0.09
H -0.5655 -1.4220 1.0219  0.16
H -0.1534 1.9104 -1.0009  0.07
N 0.1590 1.5506 -0.0820  -0.34
Cl -0.8055 2.0608 1.1827  0.71
H 0.7167 -1.8964 -0.0790  0.10



B.
ORCA calculation (ωB97M-V/def2-TZVPD) on a gas-phase ion, CH4ClN2O (charge +1).

Values from the calculation:
* net charge: +1
* multiplicity: 1
* SMILES string: [NH2+]=C(Cl)NO
* frontier orbital gap: 0.4168 hartree

Each line ends with the Löwdin charge.
Atoms and positions in Å:
N -0.6771 0.7898 -0.4095  0.00
H 1.6566 -1.3091 -1.2603  0.08
H -1.0217 1.4791 -0.9733  0.13
N 1.0223 -1.1125 -0.4917  0.14
H -1.7491 1.0686 1.1643  0.16
C 0.1572 0.0148 -1.0035  -0.59
O -0.8617 0.7201 0.9423  0.10
H 1.1600 -1.2612 0.5324  0.14
Cl 0.4137 0.3141 -2.6871  0.84



Bottom line: B, by a margin of 3.921 eV.



A.
ORCA calculation (ωB97M-V/def2-TZVPD) on 12 unconnected molecules or ions with the total composition H23O12.

Values from the calculation:
* net charge: -1
* multiplicity: 1
* frontier orbital gap: 0.3517 hartree

Each line ends with the Löwdin charge.
Atoms and positions in Å:
H -3.0272 -0.8873 -2.0904  0.00
H 0.8047 0.5943 -0.8589  -0.04
H 1.2063 2.0139 -0.7439  0.03
H -1.3350 0.6050 2.6912  0.01
O -1.4947 4.0643 0.9401  -0.06
H -0.0016 -3.0794 2.6000  0.03
H 0.2968 0.2408 1.4675  -0.03
H -1.9248 4.6643 0.3310  0.03
H 0.6302 -3.0512 -0.4543  0.01
H -1.3934 3.2093 0.5141  -0.01
O 4.1757 1.6917 1.3837  -0.07
H -2.6476 0.9569 -0.7246  0.03
H -1.6384 -2.2148 -0.9341  0.01
H -0.3201 -3.5188 1.2065  -0.01
H 4.7439 1.6254 0.6070  0.02
O 1.1546 -2.4258 0.0213  -0.09
O -1.7080 -1.6464 -0.1782  -0.11
H -1.1065 -0.8512 -0.0318  -0.02
H 2.9417 -0.8054 -0.4330  0.01
O -2.5567 1.8965 -0.4780  -0.06
H 0.6131 -1.6180 0.2391  -0.02
O -3.0608 -0.6235 -3.0164  -0.06
H -1.3215 2.0990 3.0600  0.01
H -2.1855 -0.8173 -3.3590  0.01
H 0.8124 -1.4554 -2.2774  0.04
H 0.0139 -0.2296 -1.9465  0.00
O -0.0582 -1.0679 -2.4164  -0.05
H 3.8142 0.8111 1.3481  0.00
O 1.1729 1.3362 -1.4262  -0.12
O 3.8514 -0.5572 -0.6125  -0.05
O -0.3003 -3.8533 2.1144  -0.08
O 0.1647 0.0014 0.5541  -0.36
H -1.6779 1.9013 -0.8694  0.02
O -1.5248 1.2346 3.3932  -0.05
H 3.9650 0.0499 -1.3400  0.03



B.
ORCA calculation (ωB97M-V/def2-TZVPD) on 12 unconnected molecules or ions with the total composition H23O12.

Values from the calculation:
* net charge: -1
* multiplicity: 1
* frontier orbital gap: 0.3205 hartree

Each line ends with the Löwdin charge.
Atoms and positions in Å:
H 0.3536 -0.6182 -2.3320  -0.02
O 0.8917 -3.2031 -1.4733  -0.15
H 1.4725 -3.1792 -0.7054  0.03
H -1.9247 -1.3756 2.6639  0.02
O -0.2006 3.6086 0.1445  -0.07
H -3.3611 2.9124 1.4229  0.02
O -1.1989 -2.5857 -0.1697  -0.37
H -1.0736 -1.0673 -1.0034  -0.01
H 3.3059 -0.7193 1.3334  0.05
H -1.5739 -4.0222 -1.5122  -0.01
H -0.0240 -2.9704 -1.0250  -0.01
H -0.2997 4.3619 -0.4410  0.06
O 1.3394 3.0085 -1.8091  -0.05
H 1.2186 0.8852 1.4979  0.02
O -1.0530 -1.4604 2.2907  -0.10
H 2.0615 3.0428 -1.1724  0.05
O 0.3316 0.7288 1.1592  -0.07
O -1.3337 -4.2454 -2.4044  -0.07
H 1.3011 -1.7777 -2.4225  0.00
H 0.7720 3.6787 1.5583  -0.01
H -1.9364 2.0579 1.3565  0.00
H -1.2632 0.4304 -0.6595  0.00
H -0.9906 -3.7117 -3.0988  0.02
H 1.7490 3.0969 -2.6797  0.05
O 2.9857 -0.6512 2.2464  -0.05
O 1.2031 -0.8311 -2.7331  -0.13
H -0.2497 2.8364 -0.4441  0.04
O 1.2069 3.1601 2.2724  -0.12
H 0.0935 -0.1334 1.5556  0.02
H 0.4791 2.5057 2.1793  0.00
O -2.6173 2.5156 1.8526  -0.05
H 3.4521 -1.3578 2.7065  0.04
H -1.2440 -1.7134 1.3329  0.00
O -1.4851 -0.2240 -1.3404  -0.11
H -2.1256 -2.4925 -0.3850  -0.02



C.
ORCA calculation (ωB97M-V/def2-TZVPD) on 12 unconnected molecules or ions with the total composition H23O12.

Values from the calculation:
* net charge: -1
* multiplicity: 1
* frontier orbital gap: 0.3147 hartree

Each line ends with the Löwdin charge.
Atoms and positions in Å:
H -0.7224 0.3264 -3.2843  0.11
H -2.3047 3.6825 -1.1268  0.02
O -3.7985 -0.1520 -1.8989  -0.07
H -4.3372 -2.4707 -1.3192  0.01
O 1.3304 -1.5520 1.6886  -0.36
H -3.0125 -0.4192 -1.4126  -0.01
O 3.2033 -1.4618 -0.1988  -0.09
H -0.1282 -0.5642 -0.3345  -0.01
H -1.8312 -0.2026 1.2702  -0.03
H -2.9281 -2.2658 -0.8301  0.02
H 0.5217 -0.4628 1.0197  0.00
H 1.3242 0.4579 4.0006  0.00
O -1.2063 -0.4607 -2.8431  -0.07
O -0.0896 0.0881 0.3422  -0.14
O -1.8703 4.1560 -1.8305  -0.05
H 0.6479 -2.2040 1.7393  -0.04
H -2.3153 3.9133 -2.6396  0.02
H 2.3639 -1.9552 -2.5082  0.00
O 1.6809 2.3573 1.6617  -0.09
H 4.0006 -1.2765 0.2762  0.00
H 4.2399 1.3169 1.9830  0.04
H -1.2293 -0.1406 -1.9388  -0.01
H 3.2787 1.9840 1.0385  -0.02
O -3.4676 -2.8320 -1.3899  -0.04
H 1.8528 2.5556 2.6036  0.06
O 4.2255 1.7789 1.1006  -0.11
H 1.7518 -0.1366 2.5641  0.07
H 0.8809 1.8554 1.5015  0.02
H -4.6428 -0.3771 -1.4679  0.05
O 1.9680 0.5963 3.3228  -0.15
H -2.2352 0.3351 2.5848  0.01
H 0.9951 -2.1305 -2.9699  0.01
H 2.4677 -1.5046 0.4473  -0.04
O 1.8723 -2.5184 -3.1035  -0.07
O -2.4865 -0.3166 1.9521  -0.06



Bottom line: A, by a margin of 0.582 eV.



A.
ORCA calculation (ωB97M-V/def2-TZVPD) on a molecular structure, C3H3I2NO.

Values from the calculation:
* multiplicity: 1
* frontier orbital gap: 0.3148 hartree

Each line ends with the Löwdin charge.
Atoms and positions in Å:
C 2.4603 -0.0004 0.3560  -1.19
H 2.0248 0.1391 1.3379  -0.04
C -0.6947 0.0294 -0.6590  0.03
I 4.4034 0.8304 0.2793  0.78
H -1.1976 0.3774 0.2392  0.09
I 2.3078 -2.0416 -0.1966  0.71
H -1.1557 -0.7556 -1.2401  0.08
N 0.3850 0.5135 -1.0803  0.05
C 1.4492 1.1698 -0.8356  -0.54
O 2.0335 2.1356 -1.1770  0.02



B.
ORCA calculation (ωB97M-V/def2-TZVPD) on a molecular structure, C3H3I2NO.

Values from the calculation:
* multiplicity: 1
* frontier orbital gap: 0.3137 hartree

Each line ends with the Löwdin charge.
Atoms and positions in Å:
I -1.8628 -1.9147 -1.7218  0.93
C -0.5413 -1.0487 -0.2843  -0.67
I 2.3083 0.6767 -2.9609  0.95
H -0.5239 0.7021 -1.4272  0.08
O 0.9052 -0.4706 -2.1011  -0.79
H -1.1336 -0.6590 0.4539  0.05
C 0.2633 0.1084 -1.0411  -0.46
H 0.7810 0.5642 -0.2356  0.10
N 0.8090 -2.9561 0.7454  0.18
C 0.1581 -2.1334 0.2867  -0.36



Bottom line: B, by a margin of 0.217 eV.